Record 1
{"formula": "C36H28IN9O3S2Ti", "method": "ωB97M-V/def2-TZVPD", "elements": ["Ti", "C", "C", "C", "C", "C", "N", "C", "C", "C", "C", "C", "C", "C", "N", "C", "C", "C", "N", "C", "C", "N", "C", "C", "C", "N", "H", "H", "H", "H", "H", "H", "H", "H", "H", "H", "H", "H", "H", "H", "H", "H", "H", "H", "S", "C", "S", "C", "C", "N", "C", "N", "O", "C", "O", "C", "C", "C", "C", "C", "C", "C", "C", "C", "N", "H", "H", "H", "H", "H", "H", "N", "C", "O", "C", "I", "H", "H", "H", "H"], "coordinates": [[0.2352, -0.2138, -0.3628], [6.5726, -1.8608, -0.3622], [5.1825, -1.5533, 0.1236], [4.9561, -0.9887, 1.3688], [3.6652, -0.7119, 1.8035], [2.5681, -0.9921, 1.0023], [1.2301, -0.7404, 1.3702], [0.7781, -1.5530, 2.4066], [1.6227, -2.4143, 3.1326], [1.1895, -3.1668, 4.2059], [-0.1347, -3.1602, 4.6138], [-0.6240, -3.9716, 5.7801], [-1.0041, -2.3939, 3.8582], [-0.5704, -1.6089, 2.7954], [-1.5851, -0.8993, 2.1006], [-2.7651, -0.5197, 2.6129], [-3.5797, -0.1269, 1.5758], [-2.7835, -0.2568, 0.4461], [-1.5736, -0.7262, 0.7562], [2.7998, -1.5238, -0.2787], [4.0861, -1.8073, -0.7024], [1.6573, -1.5380, -1.1567], [1.9404, -1.6826, -2.6034], [0.5696, -3.6747, -2.5961], [-0.0887, -3.1053, -1.5835], [0.4498, -2.1520, -0.7314], [7.3048, -1.7098, 0.4305], [6.8500, -1.2189, -1.2012], [6.6526, -2.8940, -0.7043], [5.7964, -0.7531, 2.0111], [3.4877, -0.2719, 2.7781], [2.6627, -2.4910, 2.8638], [1.9100, -3.7824, 4.7332], [0.2133, -4.3985, 6.3319], [-1.2641, -4.7951, 5.4544], [-1.2009, -3.3570, 6.4726], [-2.0616, -2.4217, 4.0843], [-2.9386, -0.5339, 3.6729], [-4.5749, 0.2714, 1.6455], [-3.0212, 0.0075, -0.5683], [4.2642, -2.2226, -1.6861], [2.9144, -1.2340, -2.7948], [0.1071, -4.4385, -3.2042], [-1.1069, -3.3617, -1.3174], [-0.3836, 2.2718, 2.1583], [-0.2135, 1.8509, 3.7949], [1.4571, 1.6693, 4.0343], [-1.2061, 1.6988, 4.7456], [-0.8938, 1.2684, 6.0645], [-0.6590, 0.9061, 7.1339], [-2.5675, 1.9807, 4.4613], [-3.6830, 2.1925, 4.2558], [-2.2105, 2.4186, -2.2699], [-1.3866, 1.5566, -2.0551], [-0.9944, 1.2018, -0.8349], [-0.7049, 0.7602, -3.0823], [-0.8125, 0.9306, -4.4620], [-0.0643, 0.1416, -5.2874], [0.8194, -0.8688, -4.7869], [1.5309, -1.6765, -5.6639], [2.3090, -2.8406, -5.3894], [2.5244, -3.5310, -4.2505], [1.9650, -3.1967, -2.9049], [0.9043, -0.8960, -3.3480], [0.1526, -0.1368, -2.5800], [-1.4871, 1.6867, -4.8408], [-0.1375, 0.2568, -6.3627], [1.4223, -1.4247, -6.7130], [2.7973, -3.2535, -6.2700], [3.1666, -4.4028, -4.2949], [2.6368, -3.6475, -2.1618], [3.4118, 2.3937, -1.4930], [2.6592, 1.9830, -0.4734], [1.7148, 1.2164, -0.6648], [2.8979, 2.5051, 0.9101], [4.8825, 3.1130, 1.3636], [3.1800, 2.0660, -2.4173], [4.2002, 3.0010, -1.3505], [2.6111, 1.7480, 1.6323], [2.2518, 3.3657, 1.0758]], "mulliken_spin": [-0.019, 0.000, 0.000, 0.003, 0.004, -0.009, 0.002, 0.013, 0.001, -0.001, 0.001, 0.000, -0.001, -0.007, -0.005, -0.001, -0.009, 0.012, 0.015, 0.001, 0.000, 0.001, 0.000, 0.000, 0.000, 0.000, 0.000, 0.000, 0.000, 0.000, 0.001, 0.000, 0.000, 0.000, 0.000, 0.000, 0.000, 0.000, -0.001, -0.001, 0.000, 0.000, 0.000, 0.000, 0.546, -0.020, 0.519, -0.054, 0.009, 0.000, -0.003, -0.001, -0.001, -0.002, 0.012, 0.000, 0.000, 0.000, 0.000, 0.000, 0.000, 0.000, 0.000, 0.000, 0.000, 0.000, 0.000, 0.000, 0.000, 0.000, 0.000, 0.000, -0.005, -0.003, 0.013, 0.001, 0.000, 0.000, -0.004, -0.004], "relative_energy_kj_mol": 341.7, "s_squared": 0.756, "multiplicity": 2, "total_charge": -1, "max_force_ha_per_bohr": 0.0137, "e_homo_ev": [-3.8, -3.8]}


Record 2
{"formula": "C36H28N4O4RuS", "method": "ωB97M-V/def2-TZVPD", "elements": ["Ru", "O", "C", "C", "C", "C", "C", "C", "C", "N", "N", "C", "O", "C", "C", "C", "C", "C", "C", "H", "H", "H", "H", "H", "H", "H", "H", "H", "H", "O", "S", "O", "N", "C", "C", "C", "C", "C", "C", "C", "C", "N", "C", "C", "C", "C", "C", "C", "C", "H", "H", "H", "H", "H", "H", "H", "H", "H", "H", "H", "C", "C", "C", "C", "C", "C", "C", "H", "H", "H", "H", "H", "H", "H"], "coordinates": [[-0.3825, -0.4924, 0.4951], [-2.4219, -0.9563, 1.2415], [-3.3999, -0.8248, 0.5219], [-5.6621, 0.1944, 0.6897], [-6.2759, -0.0339, -0.4606], [-5.8322, -0.8572, -1.5613], [-4.6304, -1.4425, -1.6963], [-3.4666, -1.3847, -0.8579], [-2.3428, -2.0639, -1.3347], [-1.1576, -2.0089, -0.7542], [-0.3111, -3.0302, -1.0007], [0.5355, -3.0974, 0.0329], [0.4718, -2.3454, 1.0635], [1.6092, -4.1221, -0.0514], [1.8499, -4.8181, -1.2332], [2.8998, -5.7212, -1.3009], [3.7085, -5.9377, -0.1917], [3.4657, -5.2486, 0.9887], [2.4202, -4.3398, 1.0586], [-6.1140, 0.8036, 1.4574], [-7.2420, 0.4453, -0.5519], [-6.5446, -1.0083, -2.3619], [-4.4781, -2.0200, -2.6013], [-2.4512, -2.7412, -2.1772], [1.2109, -4.6408, -2.0872], [3.0887, -6.2588, -2.2212], [4.5285, -6.6424, -0.2487], [4.0933, -5.4172, 1.8543], [2.2215, -3.7862, 1.9675], [-4.4443, -0.2482, 1.1492], [-2.4819, 1.6618, -0.7729], [-2.8547, 1.9369, -2.1833], [-0.9195, 1.1258, -0.6273], [0.0706, 1.5497, -1.5223], [-0.0005, 2.5489, -2.4638], [1.1077, 2.8475, -3.2867], [2.2875, 2.1707, -3.1856], [2.4004, 1.1418, -2.2203], [3.5693, 0.3707, -2.0344], [3.6137, -0.5856, -1.0667], [2.4826, -0.7913, -0.2568], [1.3704, -0.1114, -0.4261], [1.2988, 0.8512, -1.4029], [-2.3768, 3.2638, 0.0267], [-2.3625, 3.2851, 1.4159], [-2.2857, 4.5023, 2.0754], [-2.2418, 5.6843, 1.3450], [-2.2915, 5.6525, -0.0419], [-2.3670, 4.4368, -0.7097], [-0.9225, 3.0898, -2.6085], [1.0036, 3.6400, -4.0171], [3.1321, 2.4030, -3.8211], [4.4292, 0.5625, -2.6659], [4.4959, -1.1861, -0.8965], [2.5001, -1.4829, 0.5711], [-2.4140, 2.3551, 1.9718], [-2.2648, 4.5307, 3.1571], [-2.1822, 6.6344, 1.8604], [-2.2781, 6.5769, -0.6054], [-2.4395, 4.3917, -1.7889], [0.0438, 0.4988, 2.3060], [1.5235, 0.5005, 2.5076], [2.1882, -0.5949, 3.0597], [3.5747, -0.6341, 3.1386], [4.3388, 0.4271, 2.6708], [3.6896, 1.5374, 2.1420], [2.3047, 1.5732, 2.0734], [-0.3701, 1.5031, 2.2430], [-0.4753, -0.1152, 3.0440], [1.6030, -1.4333, 3.4213], [4.0615, -1.5013, 3.5702], [5.4189, 0.3982, 2.7341], [4.2653, 2.3836, 1.7858], [1.8083, 2.4452, 1.6566]], "mulliken_charge": [-0.348, -0.515, 0.813, -0.505, -0.370, -0.456, -0.523, 1.208, -1.054, 0.823, -1.095, 0.453, -0.748, 0.623, -0.346, -0.681, -0.385, -0.771, -0.165, 0.466, 0.336, 0.345, 0.277, 0.384, 0.472, 0.401, 0.395, 0.404, 0.427, -0.335, 0.684, -0.785, 0.672, 0.295, -0.575, -1.054, -0.915, 0.912, -0.863, -1.688, -0.306, 1.058, -0.054, 0.131, -0.395, -0.718, -0.447, -0.757, -0.194, 0.432, 0.411, 0.432, 0.433, 0.551, 1.133, 0.409, 0.427, 0.389, 0.405, 0.507, -1.352, 0.705, -0.295, -0.569, -0.534, -0.700, -0.202, 0.261, 0.641, 0.320, 0.423, 0.411, 0.427, 0.401], "max_force_ha_per_bohr": 0.0596, "e_homo_ev": [-6.8, -6.7]}


Record 3
{"formula": "C36H28NO6P2S2TeZr", "method": "ωB97M-V/def2-TZVPD", "elements": ["Zr", "O", "S", "O", "O", "C", "C", "C", "C", "C", "C", "S", "O", "O", "O", "H", "H", "H", "H", "Te", "C", "C", "C", "N", "C", "C", "C", "P", "C", "C", "C", "C", "C", "C", "C", "C", "C", "C", "C", "C", "P", "C", "C", "C", "C", "C", "C", "C", "C", "C", "C", "C", "C", "H", "H", "H", "H", "H", "H", "H", "H", "H", "H", "H", "H", "H", "H", "H", "H", "H", "H", "H", "H", "H", "H", "H", "H"], "coordinates": [[0.0885, -0.4819, 0.6931], [-0.8209, -2.3367, 1.2236], [-0.8292, -2.9708, -0.1592], [-2.0131, -3.6877, -0.4571], [-0.5264, -1.7720, -0.9980], [0.5558, -4.0537, -0.2531], [0.3030, -5.3659, 0.1372], [1.3147, -6.3087, 0.1136], [2.5813, -5.9463, -0.3172], [2.8385, -4.6460, -0.7218], [1.8366, -3.6930, -0.6867], [2.6496, -1.2274, -0.1630], [2.1391, -2.4290, -1.1729], [1.9529, -1.5962, 1.1381], [1.7757, -0.0854, -0.6495], [-0.6969, -5.6405, 0.4442], [1.1081, -7.3249, 0.4178], [3.3746, -6.6805, -0.3515], [3.8141, -4.3551, -1.0870], [-3.0375, 0.3829, 2.6262], [-3.7674, 2.3157, 3.0671], [-3.3327, 3.0273, 4.1772], [-3.7582, 4.3411, 4.3251], [-4.5727, 4.9540, 3.4697], [-5.0188, 4.2469, 2.4356], [-4.6484, 2.9305, 2.1877], [-1.2593, 1.0774, 1.6763], [0.1482, 0.9821, 2.8350], [-0.1967, 1.5901, 4.4975], [-0.7264, 0.7197, 5.4474], [-1.0110, 1.1848, 6.7221], [-0.7551, 2.5091, 7.0510], [-0.2057, 3.3711, 6.1106], [0.0743, 2.9150, 4.8325], [1.6020, 1.9037, 2.2409], [1.6204, 3.2228, 1.7808], [2.8147, 3.8108, 1.3975], [4.0047, 3.1009, 1.4867], [4.0057, 1.8027, 1.9769], [2.8122, 1.2061, 2.3495], [-1.2505, 1.7169, 0.0037], [-0.9361, 3.4878, -0.0875], [-0.1170, 3.9904, -1.0925], [0.1326, 5.3546, -1.1571], [-0.4309, 6.2087, -0.2195], [-1.2534, 5.7070, 0.7839], [-1.5080, 4.3469, 0.8518], [-2.8802, 1.4712, -0.7464], [-3.6666, 2.5542, -1.1349], [-4.9043, 2.3390, -1.7243], [-5.3652, 1.0468, -1.9294], [-4.5782, -0.0360, -1.5605], [-3.3386, 0.1766, -0.9820], [-2.6767, 2.5853, 4.9145], [-3.4260, 4.9268, 5.1756], [-5.6973, 4.7576, 1.7610], [-5.0266, 2.4144, 1.3153], [-0.9236, -0.3120, 5.1880], [-1.4258, 0.5111, 7.4594], [-0.9746, 2.8687, 8.0476], [0.0042, 4.3997, 6.3720], [0.5036, 3.5904, 4.1039], [0.7088, 3.7986, 1.7303], [2.8139, 4.8303, 1.0349], [4.9341, 3.5649, 1.1840], [4.9340, 1.2545, 2.0688], [2.8135, 0.1910, 2.7279], [0.3349, 3.3188, -1.8125], [0.7698, 5.7488, -1.9376], [-0.2333, 7.2714, -0.2718], [-1.7007, 6.3740, 1.5095], [-2.1408, 3.9505, 1.6380], [-3.3213, 3.5674, -0.9826], [-5.5066, 3.1860, -2.0254], [-6.3307, 0.8828, -2.3895], [-4.9217, -1.0473, -1.7315], [-2.7342, -0.6850, -0.7267]], "mulliken_charge": [0.217, -0.645, 1.745, -0.566, -0.580, 0.316, -0.850, -0.710, -0.519, -0.505, 0.514, 0.299, -0.182, -0.484, -0.438, 0.500, 0.413, 0.410, 0.504, 0.337, -0.060, 0.060, -0.506, -0.619, -0.531, -0.172, -0.607, 0.359, 0.834, -0.082, -0.775, -0.563, -0.713, -0.411, 1.232, -0.249, -0.953, -0.717, -0.718, -1.174, 1.350, 0.631, -0.494, -0.776, -0.635, -0.558, 0.202, 0.373, -0.716, -0.735, -0.574, -0.775, -0.166, 0.470, 0.414, 0.405, 0.574, 0.468, 0.422, 0.414, 0.438, 0.324, 0.558, 0.495, 0.429, 0.482, 0.594, 0.522, 0.443, 0.424, 0.514, -0.114, 0.437, 0.442, 0.407, 0.482, 0.417], "relative_energy_kj_mol": 170.5, "total_charge": 1, "max_force_ha_per_bohr": 0.0037, "e_homo_ev": -10.6}